(1)
Molecular formula: C11H23BBr4ClO6P
Method: DFT, wB97M-V/def2-TZVPD

HOMO: -9.60 eV
F_max: 0.99 eV/A
Molar mass: 648.154 g/mol
Energy: -12007.0067 Eh

Cartesian coordinates (Å):
C -1.02 -2.41 4.05
C -1.80 -1.81 3.15
C -1.26 -1.08 1.95
O -0.38 -1.91 1.17
P 1.04 -1.42 0.71
O 1.91 -2.49 0.25
O 0.71 -0.32 -0.39
C 1.67 -0.02 -1.42
B 0.97 0.68 -2.66
O -0.34 0.42 -2.98
O 1.69 1.52 -3.47
O 1.60 -0.64 1.99
C 2.48 0.48 1.83
C 1.70 1.78 1.63
C 1.11 2.30 2.94
Cl 2.86 2.98 0.97
H -1.37 -2.59 5.06
H -0.03 -2.78 3.81
H -2.88 -1.88 3.23
H -0.75 -0.18 2.30
H -2.09 -0.76 1.31
H 2.45 0.64 -1.03
H 2.16 -0.94 -1.76
H -0.86 1.22 -3.04
H 2.51 1.79 -3.06
H 3.04 0.55 2.76
H 3.20 0.29 1.04
H 0.90 1.63 0.92
H 0.25 1.69 3.20
H 1.85 2.26 3.74
H 0.76 3.32 2.80
Br 3.86 0.69 -8.33
C 3.15 1.62 -6.77
C 4.24 2.27 -5.97
Br 5.26 0.97 -4.93
H 2.60 0.89 -6.19
H 2.47 2.37 -7.16
H 3.81 2.95 -5.24
H 4.96 2.80 -6.58
Br -5.04 -0.46 2.65
C -5.89 -2.13 2.13
C -7.31 -2.22 2.64
Br -7.36 -2.60 4.55
H -5.27 -2.93 2.51
H -5.88 -2.14 1.04
H -7.82 -3.05 2.16
H -7.86 -1.30 2.49

***

(2)
Molecular formula: C4H8O
Method: DFT, wB97M-V/def2-TZVPD

Energy relative to the best compared isomer or geometry (same formula, charge and spin): 497.94 kJ/mol
HOMO: -8.46 eV
F_max: 4.05 eV/A
Molar mass: 72.107 g/mol
Energy: -232.2560 Eh

Cartesian coordinates (Å):
C -0.03 -0.59 1.64
C 0.63 -1.05 0.37
C -0.06 -0.01 -1.15
C -0.44 1.41 -1.01
O 0.83 1.03 -1.52
H -0.68 -1.17 2.28
H 0.37 0.30 2.15
H -0.61 -0.38 0.64
H 0.38 -2.08 0.12
H 1.64 -0.72 0.24
H -0.49 -0.53 -2.03
H -1.10 1.95 -1.72
H -0.43 1.84 -0.01

***

(3)
Molecular formula: C20H56F6O16PS8
Method: DFT, wB97M-V/def2-TZVPD

Energy relative to the best compared isomer or geometry (same formula, charge and spin): 384.82 kJ/mol
HOMO: -6.53 eV
F_max: 3.98 eV/A
Molar mass: 954.150 g/mol
Energy: -6125.5292 Eh
Charge: -1

Cartesian coordinates (Å):
P -19.04 -4.87 -7.19
F -18.43 -4.65 -5.63
F -17.56 -4.60 -7.76
F -18.50 -6.37 -6.98
F -19.60 -5.33 -8.67
F -20.44 -5.19 -6.54
F -19.52 -3.29 -7.46
O -22.88 -9.19 -4.62
S -22.25 -9.25 -3.31
O -21.42 -10.36 -2.88
O -21.35 -7.87 -3.05
C -20.31 -7.55 -4.00
C -19.03 -8.25 -3.66
C -23.49 -9.00 -2.04
H -20.17 -6.48 -3.88
H -20.54 -7.48 -5.07
H -18.41 -8.21 -4.55
H -19.11 -9.30 -3.41
H -18.45 -7.66 -2.95
H -22.98 -8.88 -1.08
H -24.16 -9.86 -2.05
H -24.05 -8.11 -2.31
O -20.39 -9.13 -9.58
S -21.75 -8.61 -9.30
O -22.41 -7.63 -10.11
O -22.77 -9.94 -9.13
C -24.10 -9.70 -9.44
C -24.86 -10.78 -8.56
C -21.80 -7.95 -7.57
H -24.09 -9.93 -10.51
H -24.56 -8.73 -9.28
H -24.82 -11.82 -8.88
H -25.85 -10.42 -8.26
H -24.37 -10.71 -7.59
H -22.50 -7.13 -7.51
H -20.81 -7.54 -7.36
H -21.91 -8.87 -6.99
O -16.54 -2.14 -3.97
S -17.90 -1.91 -3.67
O -18.67 -2.98 -3.03
O -18.03 -0.58 -2.71
C -16.92 0.36 -2.68
C -17.27 1.53 -1.82
C -18.62 -1.30 -5.24
H -16.86 0.74 -3.70
H -15.89 0.07 -2.47
H -17.56 1.17 -0.84
H -18.16 2.03 -2.22
H -16.45 2.23 -1.67
H -18.57 -0.21 -5.22
H -19.64 -1.70 -5.25
H -18.10 -1.49 -6.18
O -15.88 0.74 -8.50
S -17.21 0.20 -8.90
O -18.46 0.53 -8.26
O -17.33 0.59 -10.50
C -17.15 1.96 -10.82
C -18.13 2.25 -11.85
C -16.90 -1.62 -9.16
H -16.13 2.22 -11.12
H -17.31 2.63 -9.97
H -18.05 1.41 -12.54
H -18.02 3.22 -12.33
H -19.12 2.31 -11.38
H -16.39 -1.72 -10.12
H -17.92 -1.95 -9.35
H -16.40 -2.14 -8.35
C -16.58 -5.44 -2.86
S -14.96 -6.29 -2.61
O -14.46 -5.98 -1.24
C -15.48 -8.06 -2.44
H -16.83 -5.21 -1.83
H -17.46 -5.83 -3.39
H -16.42 -4.48 -3.36
H -16.20 -8.19 -1.63
H -14.67 -8.74 -2.18
H -15.99 -8.41 -3.35
C -23.10 -5.27 -4.76
S -23.87 -4.26 -6.04
O -25.34 -4.81 -6.15
C -24.18 -2.74 -5.03
H -22.98 -6.32 -5.02
H -23.89 -5.10 -4.02
H -22.21 -4.90 -4.26
H -24.92 -3.02 -4.27
H -24.53 -1.87 -5.59
H -23.38 -2.55 -4.31
C -15.34 -6.92 -7.34
S -14.09 -5.69 -6.78
O -12.69 -6.31 -6.87
C -13.98 -4.65 -8.33
H -15.12 -7.91 -6.93
H -15.20 -7.08 -8.41
H -16.34 -6.53 -7.18
H -13.36 -3.76 -8.27
H -14.95 -4.46 -8.81
H -13.48 -5.22 -9.12
C -21.45 -1.36 -10.96
S -21.82 -2.76 -12.17
O -20.54 -3.18 -12.77
C -22.48 -3.99 -10.88
H -22.37 -1.10 -10.44
H -21.16 -0.44 -11.45
H -20.59 -1.58 -10.32
H -23.23 -3.42 -10.35
H -21.74 -4.31 -10.15
H -22.85 -4.85 -11.44

***

(4)
Molecular formula: C2H2FHgNaO2
Method: DFT, wB97M-V/def2-TZVPD

HOMO (alpha / beta): -6.08 / -8.85 eV
F_max: 2.80 eV/A
Multiplicity: 3
Molar mass: 300.614 g/mol
Energy: -643.3898 Eh
<S²>: 2.015

Cartesian coordinates (Å):
H 1.74 -2.33 -1.10
O -0.56 -0.09 -0.85
C -0.51 0.94 -0.16
C -0.12 1.00 1.20
O 0.32 -0.05 1.77
H -0.33 1.92 1.77
Hg 0.47 -1.81 0.51
Na -0.27 -1.70 -2.35
F -0.74 2.13 -0.78

***

(5)
Molecular formula: C4H5NO
Method: DFT, wB97M-V/def2-TZVPD

Energy relative to the best compared isomer or geometry (same formula, charge and spin): 160.03 kJ/mol
HOMO: -10.91 eV
F_max: 1.04 eV/A
Molar mass: 83.090 g/mol
Energy: -285.3536 Eh

Cartesian coordinates (Å):
N 2.78 0.58 0.31
C 1.89 -0.11 0.05
C 0.68 -0.89 -0.21
C -0.47 -0.11 0.41
C -1.27 0.94 -0.22
O -1.76 -0.39 -0.07
H 0.74 -1.85 0.31
H 0.56 -1.09 -1.28
H -0.32 -0.02 1.48
H -1.75 1.65 0.44
H -1.07 1.30 -1.23

***

(6)
Molecular formula: C10H8BrCl3MnN2O2
Method: DFT, wB97M-V/def2-TZVPD

Energy relative to the best compared isomer or geometry (same formula, charge and spin): 75.91 kJ/mol
HOMO (alpha / beta): -1.44 / -2.59 eV
F_max: 5.18 eV/A
Multiplicity: 5
Molar mass: 429.387 g/mol
Energy: -5751.3171 Eh
<S²>: 6.172
Charge: -1

Cartesian coordinates (Å):
Mn -0.15 -0.29 -0.86
Br 1.33 2.12 1.72
C 0.38 0.50 2.00
C 0.54 0.02 3.31
C 0.05 -1.25 3.64
C -0.64 -2.01 2.71
C -0.75 -1.50 1.43
N -0.13 -0.35 1.09
C -1.43 -2.32 0.37
O -2.15 -3.28 0.62
O -1.15 -1.94 -0.89
H 1.20 0.58 4.03
H 0.26 -1.54 4.67
H -1.04 -2.97 2.94
C 1.59 -0.97 -1.84
H 2.13 -0.19 -1.35
H 2.01 -1.90 -1.45
C 0.84 -0.96 -3.36
H 1.00 -0.24 -4.08
H -0.22 -1.07 -3.19
H 1.14 -1.95 -3.84
Cl 0.76 4.60 -1.26
C -0.87 4.02 -1.26
Cl -1.87 4.41 0.19
Cl -1.76 4.20 -2.96
C -0.72 2.68 -1.22
N -0.33 1.59 -1.16

***

(7)
Molecular formula: C33H54AsIrN6O4S
Method: DFT, wB97M-V/def2-TZVPD

Energy relative to the best compared isomer or geometry (same formula, charge and spin): 239.90 kJ/mol
HOMO (alpha / beta): -8.46 / -9.58 eV
F_max: 1.47 eV/A
Multiplicity: 2
Molar mass: 898.039 g/mol
Energy: -4657.4775 Eh
<S²>: 0.753
Charge: +1

Cartesian coordinates (Å):
Ir -0.07 -0.14 0.16
N -2.32 -0.25 0.32
C -3.17 0.67 1.15
C -2.57 0.87 2.54
C -1.20 1.42 2.24
O -1.07 2.59 1.95
O -0.29 0.48 2.16
H -2.68 -0.25 -0.62
H -2.43 -1.19 0.68
H -4.18 0.26 1.22
H -3.22 1.63 0.64
H -2.50 -0.09 3.06
H -3.16 1.57 3.12
C 0.86 -3.04 -3.24
C 1.24 -2.14 -2.06
C 1.99 -0.93 -2.60
C 2.15 -2.91 -1.10
N 0.02 -1.62 -1.34
H 1.74 -3.19 -3.86
H 0.09 -2.58 -3.86
H 0.51 -4.03 -2.93
H 2.92 -1.26 -3.08
H 2.23 -0.25 -1.80
H 1.38 -0.41 -3.35
H 2.96 -3.38 -1.66
H 1.60 -3.70 -0.58
H 2.57 -2.24 -0.36
C 1.16 3.54 0.16
As 0.11 2.20 -0.75
C 0.99 2.26 -2.48
C -1.57 3.14 -1.14
C -1.40 4.36 -2.00
C -1.49 4.29 -3.38
C -1.35 5.43 -4.17
C -1.11 6.66 -3.57
C -1.01 6.74 -2.19
C -1.15 5.60 -1.41
H 1.34 4.38 -0.52
H 2.10 3.10 0.46
H 0.62 3.87 1.04
H 1.06 3.30 -2.82
H 0.45 1.68 -3.22
H 2.00 1.85 -2.37
H -1.97 3.39 -0.16
H -2.23 2.41 -1.63
H -1.69 3.33 -3.85
H -1.42 5.35 -5.24
H -1.02 7.55 -4.18
H -0.83 7.70 -1.71
H -1.07 5.67 -0.33
C -4.63 -3.75 -1.27
C -4.22 -5.01 -2.04
C -2.75 -5.05 -2.43
N -1.86 -5.01 -1.26
C -1.25 -3.95 -0.78
S -1.41 -2.38 -1.54
N -0.65 -3.95 0.43
C -0.19 -4.97 1.32
O 0.22 -4.61 2.39
C -0.23 -6.39 0.87
C 0.38 -6.78 -0.31
C 0.40 -8.12 -0.67
C -0.21 -9.06 0.15
C -0.81 -8.67 1.34
C -0.81 -7.33 1.71
H -5.68 -3.80 -1.01
H -4.47 -2.86 -1.87
H -4.06 -3.64 -0.34
H -4.80 -5.08 -2.96
H -4.44 -5.90 -1.44
H -2.49 -4.23 -3.10
H -2.54 -5.99 -2.95
H -2.04 -5.74 -0.58
H -0.41 -3.02 0.76
H 0.87 -6.04 -0.95
H 0.90 -8.43 -1.58
H -0.20 -10.10 -0.13
H -1.28 -9.40 1.98
H -1.26 -7.02 2.65
C 1.56 -1.86 2.52
N 2.65 -0.90 2.43
C 3.46 -0.78 3.64
C 4.87 -0.40 3.29
C 4.83 0.88 2.49
N 3.92 0.73 1.36
C 4.21 1.57 0.21
C 2.82 -0.07 1.37
O 2.06 -0.03 0.37
H 0.93 -1.63 3.37
H 1.98 -2.87 2.63
H 0.95 -1.82 1.63
H 3.44 -1.75 4.14
H 3.01 -0.05 4.32
H 5.33 -1.19 2.69
H 5.47 -0.26 4.19
H 5.81 1.13 2.10
H 4.50 1.71 3.12
H 4.15 2.63 0.47
H 3.50 1.37 -0.59
H 5.22 1.36 -0.15

***

(8)
Molecular formula: C6H6Br2Si
Method: DFT, wB97M-V/def2-TZVPD

Energy relative to the best compared isomer or geometry (same formula, charge and spin): 215.64 kJ/mol
HOMO: -9.46 eV
F_max: 4.20 eV/A
Molar mass: 266.008 g/mol
Energy: -5669.6751 Eh

Cartesian coordinates (Å):
C -2.85 -1.31 0.49
C -2.34 -0.35 -0.04
C -1.49 0.77 -0.36
Si 0.35 -0.10 -1.15
Br 0.73 0.54 -3.36
Br 0.35 -2.27 -1.13
C 1.92 0.43 -0.22
C 1.83 0.17 1.17
C 1.48 -0.02 2.31
H -3.19 -2.29 0.64
H -1.15 1.41 0.60
H -1.92 1.46 -1.24
H 2.81 0.04 -0.87
H 2.21 1.57 -0.16
H 1.26 -0.03 3.33

***

(9)
Molecular formula: C3H3O3Pm
Method: DFT, wB97M-V/def2-TZVPD

Energy relative to the best compared isomer or geometry (same formula, charge and spin): 216.48 kJ/mol
HOMO (alpha / beta): -10.80 / -10.80 eV
F_max: 3.97 eV/A
Multiplicity: 6
Molar mass: 232.054 g/mol
Energy: -949.8225 Eh
<S²>: 8.755
Charge: +1

Cartesian coordinates (Å):
C 0.76 -0.89 -0.04
C -1.48 0.17 0.26
O -0.38 -1.40 0.02
O 0.78 0.48 0.02
C -0.52 1.12 -0.15
H -2.36 0.05 -0.39
H -1.62 0.00 1.33
H -0.55 1.40 -1.21
O 1.89 -1.39 0.06
Pm 3.49 0.46 0.10

***

(10)
Molecular formula: C2H2NO2P
Method: DFT, wB97M-V/def2-TZVPD

Energy relative to the best compared isomer or geometry (same formula, charge and spin): 28.40 kJ/mol
HOMO: -9.21 eV
F_max: 1.83 eV/A
Molar mass: 103.017 g/mol
Energy: -623.9974 Eh

Cartesian coordinates (Å):
C -0.85 -0.67 0.00
C -0.86 0.67 0.00
N 0.40 -1.25 0.00
O 0.39 1.22 0.00
O 2.88 0.05 -0.01
P 1.43 -0.05 0.00
H -1.71 -1.32 0.00
H -1.68 1.35 0.00

***

(11)
Molecular formula: C22H29N7O5PPd
Method: DFT, wB97M-V/def2-TZVPD

HOMO: -1.26 eV
F_max: 1.77 eV/A
Molar mass: 608.912 g/mol
Energy: -2084.5818 Eh
Charge: -1

Cartesian coordinates (Å):
Pd 0.44 0.56 0.95
N -1.66 -0.02 3.23
C -0.37 0.12 3.74
N -0.22 0.03 5.06
C 1.07 0.18 5.46
N 1.24 0.12 6.84
N 2.13 0.29 4.73
C 1.92 0.32 3.36
N 0.59 0.40 2.89
C 2.88 0.21 2.39
C 4.30 0.18 2.58
C 5.14 0.08 1.53
C 4.61 0.01 0.21
C 3.25 0.04 0.06
N 2.39 0.11 1.07
H -2.26 -0.47 3.90
H -1.64 -0.45 2.31
H 0.42 0.42 7.35
H 2.11 0.53 7.15
H 4.66 0.22 3.60
H 6.22 0.06 1.66
H 5.26 -0.07 -0.65
H 2.80 -0.02 -0.93
C -1.49 -3.86 -1.32
N -1.28 -3.35 0.01
C -2.44 -3.29 0.86
C -0.20 -2.60 0.31
O -0.03 -2.02 1.36
H -2.01 -4.82 -1.26
H -0.53 -4.01 -1.81
H -2.08 -3.16 -1.93
H -2.92 -4.26 0.90
H -3.15 -2.53 0.51
H -2.09 -3.01 1.86
H 0.59 -2.66 -0.47
O -1.36 -0.46 -0.87
C -0.47 0.05 -1.58
O 0.51 0.71 -1.12
C -0.53 -0.07 -3.06
C -1.60 -0.74 -3.67
C -1.69 -0.88 -5.04
C -0.68 -0.32 -5.80
O -0.52 -0.30 -7.18
C 0.69 0.38 -7.41
O 1.25 0.80 -6.19
C 0.39 0.34 -5.20
C 0.50 0.48 -3.85
H -2.37 -1.13 -3.03
H -2.52 -1.40 -5.51
H 0.50 1.26 -8.05
H 1.40 -0.30 -7.92
H 1.33 0.99 -3.39
C -2.95 2.15 0.06
P -1.33 2.03 0.94
C -0.42 3.40 0.08
C -1.78 2.94 2.49
H -3.30 3.19 0.05
H -3.68 1.52 0.57
H -2.83 1.79 -0.96
H -1.00 4.32 0.05
H -0.18 3.07 -0.93
H 0.52 3.55 0.62
H -2.19 3.92 2.26
H -0.88 3.06 3.10
H -2.50 2.35 3.05

***

(12)
Molecular formula: C27H40BI3LaN2O4
Method: DFT, wB97M-V/def2-TZVPD

Energy relative to the best compared isomer or geometry (same formula, charge and spin): 166.80 kJ/mol
HOMO: -16.24 eV
F_max: 16.43 eV/A
Molar mass: 987.057 g/mol
Energy: -2411.5077 Eh
Charge: +3

Cartesian coordinates (Å):
C -0.59 0.32 5.11
C 0.84 0.30 5.69
C 1.97 -0.13 4.70
C 1.40 -1.06 3.57
C 2.55 -1.69 2.77
N 2.08 -2.56 1.64
C 2.67 -2.14 0.41
O 3.80 -2.27 0.07
C 1.47 -1.51 -0.33
C 1.41 -0.74 -1.45
B 2.84 -0.38 -2.14
O 3.80 0.21 -1.29
C 3.18 -0.67 -3.63
C 3.90 0.58 -4.27
C 0.10 -0.25 -2.00
C -0.01 0.61 -3.29
C -0.46 2.14 -3.10
C 0.28 2.86 -1.96
C -0.74 3.15 -0.66
N 0.11 4.04 0.32
C -0.51 3.96 1.72
C 0.04 2.80 2.70
O -1.37 4.72 1.96
C -1.04 -0.60 -1.28
C -2.43 -0.14 -1.71
C -3.02 -0.80 -3.01
C -3.29 0.22 -4.16
I -1.90 -2.52 -3.70
C -0.93 -1.39 -0.10
C -2.12 -1.77 0.72
I -2.79 0.00 1.80
C -3.24 -2.58 -0.03
C -3.30 -4.05 0.45
I -5.16 -1.70 0.54
C 0.29 -1.85 0.32
C 0.68 -2.74 1.52
O 0.03 -3.48 2.19
H -1.30 0.88 5.72
H -0.60 0.74 4.10
H -1.00 -0.69 4.99
H 0.84 -0.41 6.52
H 1.07 1.31 6.05
H 2.68 -0.74 5.26
H 2.46 0.70 4.18
H 0.79 -1.81 4.07
H 0.83 -0.41 2.88
H 3.11 -0.86 2.29
H 3.27 -2.20 3.40
H 3.43 1.02 -0.94
H 2.33 -0.99 -4.24
H 3.95 -1.47 -3.63
H 4.40 1.18 -3.51
H 4.69 0.25 -4.95
H 3.17 1.22 -4.76
H 0.91 0.63 -3.87
H -0.75 0.11 -3.92
H -0.18 2.66 -4.02
H -1.55 2.26 -3.04
H 0.55 3.87 -2.32
H 1.28 2.36 -1.69
H -1.04 2.11 -0.18
H -1.62 3.74 -0.92
H 1.05 3.59 0.33
H 1.17 2.96 2.81
H -0.51 2.86 3.64
H -0.10 1.77 2.18
H -2.37 0.95 -1.84
H -3.17 -0.28 -0.92
H -4.00 -1.19 -2.75
H -3.21 1.26 -3.81
H -2.56 0.07 -4.96
H -4.27 0.00 -4.59
H -1.77 -2.44 1.51
H -3.22 -2.48 -1.11
H -4.06 -4.18 1.22
H -3.61 -4.68 -0.39
H -2.35 -4.40 0.89
La 0.77 1.84 0.23